ORCA calculation (the ωB97M-V functional and the def2-TZVPD basis) on C31H50O3P2SW as an isolated structure.

## Properties
LUMO (spin up / spin down) in eV: -6.839 / -8.711
Frontier orbital gap (spin up / spin down) in eV: 5.72 / 3.85
Total charge: +2
2S+1: 3
Expectation value of S²: 2.025
Maximum force in eV Å⁻¹: 5.771

```
88
Properties=species:S:1:pos:R:3:lowdin_spin:R:1
W -1.38 -0.47 0.02 0.65
C -3.62 0.18 -0.20 -0.01
C -3.30 -0.94 -1.03 0.00
C -3.00 -1.60 1.19 0.02
C -3.39 -0.22 1.19 0.02
C -2.94 -2.05 -0.19 0.03
C -4.20 1.47 -0.64 0.00
H -3.87 1.75 -1.64 0.00
H -3.93 2.30 0.04 0.00
H -5.30 1.41 -0.65 0.00
C -3.62 0.61 2.41 0.00
H -3.71 1.67 2.17 0.00
H -2.78 0.49 3.10 0.00
H -4.54 0.30 2.91 0.00
C -2.81 -2.45 2.39 0.01
H -3.79 -2.77 2.76 0.00
H -2.30 -1.89 3.18 0.00
H -2.21 -3.34 2.17 0.00
C -2.71 -3.46 -0.63 0.01
H -3.66 -4.01 -0.66 0.00
H -2.03 -4.00 0.05 0.00
H -2.28 -3.51 -1.64 0.00
C -3.56 -1.02 -2.50 0.00
H -4.55 -1.46 -2.67 0.00
H -2.83 -1.65 -3.01 0.00
H -3.55 -0.03 -2.97 0.00
C 0.00 1.30 -0.06 0.17
C -0.99 1.41 -1.09 0.01
C -0.72 1.14 -2.52 0.00
C 0.03 -0.20 -2.72 0.00
C -0.35 -1.21 -1.67 0.00
C 0.43 -1.45 -0.49 0.02
C 1.65 -0.63 -0.16 0.01
C 1.41 0.89 -0.27 0.03
H -0.16 1.98 -2.98 0.00
H 1.12 -0.03 -2.72 0.00
H -1.68 1.10 -3.06 0.00
H 1.76 1.26 -1.25 0.01
H -0.20 1.85 0.86 0.01
H -1.79 2.12 -0.90 0.01
H 2.04 1.40 0.48 0.00
H 1.94 -0.87 0.88 0.00
H 0.40 -2.45 -0.05 0.01
H 2.50 -0.93 -0.79 0.00
H -0.21 -0.60 -3.72 0.00
H -0.92 -2.07 -2.04 0.00
P 5.88 -1.55 -0.64 0.30
P 6.68 -4.58 -0.08 0.38
C 7.63 -2.07 -1.02 0.02
C 8.07 -3.33 -0.26 0.03
H 8.28 -1.23 -0.74 0.01
H 7.73 -2.22 -2.11 0.00
H 8.88 -3.83 -0.80 0.01
H 8.44 -3.07 0.74 0.00
C 7.51 -5.78 1.05 0.07
H 6.89 -6.69 1.12 0.00
H 7.58 -5.35 2.06 0.00
H 8.51 -6.05 0.70 0.01
C 6.92 -5.48 -1.68 0.05
H 7.96 -5.79 -1.83 0.01
H 6.61 -4.83 -2.52 0.00
H 6.27 -6.37 -1.69 0.00
C 6.24 0.03 0.23 0.05
H 5.30 0.57 0.41 0.00
H 6.92 0.68 -0.35 0.01
H 6.70 -0.18 1.21 0.00
C 5.39 -0.88 -2.28 0.05
H 5.25 -1.71 -3.00 0.00
H 6.14 -0.18 -2.68 0.01
H 4.43 -0.36 -2.19 0.00
C -7.35 6.62 2.59 0.00
C -6.11 5.84 2.27 0.00
C -4.83 6.44 2.22 0.00
C -3.69 5.69 1.92 0.00
C -3.79 4.33 1.65 0.00
C -5.05 3.74 1.70 0.00
C -6.19 4.48 2.00 0.00
S -2.01 3.42 1.30 0.00
O -1.42 4.03 0.15 0.00
O -1.33 3.69 2.49 0.00
O -2.00 1.78 1.27 -0.01
H -7.26 7.06 3.59 0.00
H -7.49 7.42 1.86 0.00
H -8.23 5.98 2.58 0.00
H -4.75 7.51 2.44 0.00
H -2.72 6.20 1.90 0.00
H -5.27 2.69 1.51 0.00
H -7.16 3.98 2.02 0.00
```


ORCA calculation (the ωB97M-V functional and the def2-TZVPD basis) on C31H52BGeIrN10SSe as an isolated structure.

## Properties
LUMO (spin up / spin down) in eV: -7.686 / -10.669
Frontier orbital gap (spin up / spin down) in eV: 7.91 / 5.09
Relative energy (zero: lowest compared OMol25 entry of this formula, charge and spin) in kcal/mol: 6.7
Total charge: +3
2S+1: 6
Expectation value of S²: 8.773
Maximum force in eV Å⁻¹: 0.986

```
98
Properties=species:S:1:pos:R:3:lowdin_spin:R:1
Ir 0.16 0.21 0.54 2.31
C 1.64 1.44 -2.48 0.01
C 0.59 0.40 -2.68 0.02
C 0.17 -0.24 -3.85 0.01
C -0.74 -1.21 -3.45 0.01
C -1.47 -2.19 -4.31 0.00
N -0.87 -1.12 -2.11 0.01
N -0.07 -0.13 -1.65 0.13
B -1.53 -2.11 -1.11 0.00
N -2.45 -1.29 -0.18 0.01
N -1.99 -0.24 0.53 0.14
C -3.00 0.27 1.25 0.03
C -2.83 1.44 2.15 0.00
C -4.15 -0.48 0.98 0.01
C -3.76 -1.46 0.08 0.03
C -4.59 -2.54 -0.53 0.00
N -0.38 -2.72 -0.26 0.00
N 0.53 -1.91 0.33 0.08
C 1.53 -2.66 0.80 0.02
C 2.74 -2.03 1.40 0.02
C 1.23 -4.00 0.54 0.00
C 0.02 -4.00 -0.14 0.00
C -0.73 -5.18 -0.65 0.00
H 2.15 1.65 -3.42 0.00
H 1.21 2.36 -2.09 0.00
H 2.38 1.09 -1.76 0.00
H 0.51 -0.06 -4.85 0.00
H -1.40 -1.88 -5.35 0.00
H -1.04 -3.19 -4.22 0.00
H -2.52 -2.26 -4.03 0.00
H -2.13 -2.96 -1.68 0.00
H -1.82 1.45 2.58 0.00
H -2.99 2.37 1.61 0.00
H -3.55 1.40 2.97 0.00
H -5.13 -0.32 1.40 0.00
H -5.62 -2.45 -0.20 0.00
H -4.56 -2.48 -1.62 0.00
H -4.22 -3.52 -0.24 0.00
H 2.61 -0.94 1.43 0.02
H 2.93 -2.40 2.40 0.00
H 3.62 -2.25 0.79 0.00
H 1.83 -4.86 0.79 0.00
H -0.27 -6.09 -0.27 0.00
H -1.78 -5.15 -0.35 0.00
H -0.70 -5.22 -1.74 0.00
N 1.66 2.82 5.78 0.00
C 1.34 3.08 4.71 0.00
C 0.88 3.27 3.36 0.01
C 0.03 4.31 3.01 0.01
C -0.46 4.34 1.71 0.00
C -0.16 3.28 0.87 0.01
N 0.64 2.26 1.21 0.05
C 1.21 2.30 2.42 0.04
H -0.24 5.07 3.73 0.00
H -1.08 5.16 1.38 0.00
H -0.59 3.24 -0.12 0.00
H 1.95 1.55 2.64 0.01
C -2.45 7.07 -3.94 0.02
Ge -1.54 5.34 -3.96 0.07
C 0.26 5.36 -3.17 0.01
C -1.67 4.32 -5.62 0.01
C -2.68 4.25 -2.49 0.20
Se -2.20 2.46 -2.27 0.56
C -3.63 1.59 -3.22 0.05
H -1.99 7.69 -4.72 0.00
H -2.33 7.58 -2.99 0.00
H -3.51 6.97 -4.17 0.00
H 0.92 5.89 -3.85 0.00
H 0.66 4.35 -3.04 0.00
H 0.27 5.89 -2.22 0.00
H -1.12 4.86 -6.39 0.00
H -2.70 4.24 -5.95 0.00
H -1.23 3.33 -5.52 0.00
H -3.73 4.35 -2.78 0.01
H -2.45 4.83 -1.60 0.02
H -3.74 2.03 -4.21 0.01
H -4.55 1.70 -2.65 0.01
H -3.38 0.53 -3.31 0.00
C 0.90 -3.96 5.81 0.00
N 0.29 -2.92 4.99 -0.02
C -1.00 -3.27 4.39 0.01
C 0.90 -1.79 4.71 0.06
S 0.28 -0.69 3.55 0.73
N 2.01 -1.40 5.39 0.17
C 3.17 -0.80 4.74 0.01
C 2.03 -1.36 6.85 0.01
H 0.71 -4.92 5.34 0.00
H 0.46 -3.99 6.81 0.00
H 1.97 -3.81 5.90 0.00
H -1.55 -3.90 5.09 0.00
H -0.85 -3.82 3.46 0.00
H -1.59 -2.38 4.18 0.01
H 3.07 -0.86 3.66 0.00
H 4.06 -1.35 5.05 0.00
H 3.29 0.24 5.05 0.00
H 1.10 -1.74 7.27 0.00
H 2.15 -0.32 7.17 0.00
H 2.87 -1.92 7.24 0.01
```


ORCA calculation (the ωB97M-V functional and the def2-TZVPD basis) on C31H52CrN2O3P2 as an isolated structure.

## Properties
LUMO (spin up / spin down) in eV: -3.456 / -3.256
Frontier orbital gap (spin up / spin down) in eV: 3.53 / 3.73
Total charge: +1
2S+1: 4
Expectation value of S²: 3.877
Maximum force in eV Å⁻¹: 4.856

```
91
Properties=species:S:1:pos:R:3:lowdin_spin:R:1
Cr -0.42 -0.30 -2.29 2.91
C -0.58 -2.63 1.82 0.00
C 0.70 -2.78 1.22 0.00
C 0.95 -1.57 3.16 0.00
C -0.43 -1.87 3.01 0.00
C 1.64 -2.16 2.08 0.00
C -1.86 -3.15 1.32 0.00
H -1.71 -3.97 0.60 0.00
H -2.45 -2.37 0.82 0.00
H -2.48 -3.55 2.14 0.00
C -1.55 -1.48 3.89 0.00
H -2.26 -0.83 3.36 0.00
H -1.19 -0.96 4.78 0.00
H -2.12 -2.37 4.22 0.00
C 1.61 -0.81 4.24 0.00
H 2.34 -1.43 4.78 0.00
H 0.88 -0.43 4.97 0.00
H 2.17 0.05 3.83 0.00
C 3.11 -2.12 1.92 0.00
H 3.62 -2.53 2.81 0.00
H 3.47 -1.09 1.81 0.00
H 3.43 -2.70 1.05 0.00
C 1.01 -3.47 -0.05 0.00
H 1.53 -4.43 0.11 0.00
H 1.66 -2.85 -0.69 0.00
H 0.09 -3.68 -0.62 0.00
C -1.28 0.95 -3.38 -0.08
C -1.92 -0.44 -3.69 0.01
C -1.36 -1.17 -4.92 0.00
C 0.18 -1.46 -4.81 0.00
C 0.77 -1.11 -3.46 -0.08
C 1.48 0.26 -3.27 0.02
C 1.10 1.30 -4.36 0.00
C -0.42 1.65 -4.40 0.00
H -1.54 -0.57 -5.82 0.00
H 0.70 -0.97 -5.64 0.00
H -1.90 -2.11 -5.07 0.00
H -0.79 1.52 -5.43 0.00
H -1.95 1.63 -2.83 0.00
H -3.02 -0.33 -3.78 0.00
H -0.51 2.73 -4.22 0.00
H 1.67 2.22 -4.15 0.00
H 2.55 0.02 -3.47 0.00
H 1.45 0.95 -5.34 0.00
H 0.34 -2.54 -4.98 0.00
H 1.30 -1.94 -2.97 0.01
P -2.32 -1.54 -2.03 0.08
C -3.81 -0.87 -1.27 0.01
C -2.61 -3.23 -2.58 0.02
P 3.21 1.10 -0.88 0.01
C 1.54 0.88 -1.81 0.04
C 4.06 -0.45 -0.79 0.00
C 4.18 2.51 -1.39 0.00
H -3.53 -0.56 -0.25 0.00
H -4.61 -1.63 -1.24 0.00
H -4.15 0.02 -1.82 0.00
H -1.90 -3.53 -3.36 0.00
H -3.64 -3.37 -2.93 0.00
H -2.42 -3.88 -1.71 0.00
H 4.81 2.23 -2.25 0.00
H 4.83 2.84 -0.56 0.00
H 3.51 3.34 -1.67 0.00
H 1.12 1.90 -1.80 0.00
H 0.91 0.26 -1.08 0.02
H 4.72 -0.49 0.09 0.00
H 4.67 -0.59 -1.69 0.00
H 3.34 -1.28 -0.73 0.00
C -3.42 2.55 2.68 0.00
C -2.21 3.28 2.12 0.00
C -0.85 2.54 2.32 0.00
C -0.62 1.96 3.74 0.00
C -0.71 2.97 4.88 0.00
C 0.26 3.50 1.99 0.00
O 0.16 4.68 1.70 0.00
N 1.52 2.83 1.99 0.00
C 1.56 1.76 1.17 0.00
O 2.81 1.50 0.68 0.00
N 0.53 1.05 0.86 0.00
C -0.74 1.38 1.31 0.00
O -1.73 0.75 0.91 0.00
H -3.43 1.52 2.29 0.00
H -4.33 3.06 2.33 0.00
H -3.43 2.54 3.77 0.00
H -2.34 3.40 1.04 0.00
H -2.14 4.29 2.54 0.00
H -1.33 1.13 3.90 0.00
H 0.37 1.49 3.73 0.00
H -1.76 3.18 5.15 0.00
H -0.22 2.55 5.77 0.00
H -0.21 3.91 4.63 0.00
H 2.34 3.42 1.96 0.00
```


ORCA calculation (the ωB97M-V functional and the def2-TZVPD basis) on a 9-piece molecular cluster, C31H52N9O8 overall.

## Properties
LUMO (spin up / spin down) in eV: 0.051 / -0.237
Frontier orbital gap (spin up / spin down) in eV: 5.65 / 8.07
2S+1: 2
Expectation value of S²: 0.771
Maximum force in eV Å⁻¹: 6.761

```
100
Properties=species:S:1:pos:R:3:lowdin_spin:R:1
C 8.44 0.85 0.45 0.01
N 7.07 0.84 -0.06 0.21
C 6.89 0.11 -1.19 0.17
C 5.58 0.04 -1.68 0.02
C 4.58 0.85 -1.17 0.20
C 4.84 1.67 -0.04 0.05
C 6.11 1.60 0.53 0.12
C 3.28 1.01 -1.89 0.04
C 3.13 1.15 -3.25 0.02
C 1.88 1.26 -3.87 0.00
N 0.73 1.14 -3.09 0.05
C 0.81 1.06 -1.77 0.01
C 2.05 0.95 -1.16 0.04
C -0.59 1.36 -3.78 0.00
H 9.07 1.18 -0.37 0.01
H 8.63 -0.20 0.70 0.01
H 8.62 1.54 1.27 0.00
H 7.68 -0.53 -1.58 0.02
H 5.31 -0.66 -2.46 0.00
H 4.08 2.38 0.25 0.00
H 6.37 2.20 1.38 0.01
H 4.05 1.26 -3.81 0.00
H 1.83 1.52 -4.91 0.00
H -0.15 0.99 -1.27 0.00
H 2.03 0.83 -0.09 0.00
H -0.62 0.87 -4.75 0.00
H -0.63 2.45 -3.85 0.00
H -1.23 0.88 -3.05 0.00
C -1.99 -2.01 1.37 0.00
C -1.76 -0.93 0.33 0.00
O -0.63 -0.99 -0.18 0.00
O -2.71 -0.25 0.05 0.00
H -1.70 -2.99 0.99 0.00
H -2.99 -2.10 1.80 0.00
H -1.25 -1.91 2.16 0.00
O 0.46 -3.42 -4.30 0.00
C -0.14 -2.72 -3.49 0.00
N 0.48 -2.29 -2.38 0.00
C -1.60 -2.46 -3.54 0.00
H 1.48 -2.29 -2.30 0.00
H -0.10 -1.93 -1.63 0.00
H -2.20 -3.28 -3.15 0.00
H -1.76 -2.17 -4.58 0.00
H -1.85 -1.68 -2.82 0.00
O 3.04 -2.19 -1.19 0.00
C 3.13 -3.17 -0.46 0.00
N 3.91 -4.12 -0.72 0.00
C 2.24 -3.33 0.82 0.00
H 4.31 -4.72 -0.02 0.00
H 4.33 -4.10 -1.64 0.00
H 2.44 -2.57 1.57 0.00
H 2.31 -4.27 1.37 0.00
H 1.20 -3.12 0.58 0.00
O -6.80 -3.39 -0.33 0.00
C -5.62 -3.00 -0.42 0.00
N -5.31 -1.72 -0.25 0.00
C -4.53 -4.02 -0.68 0.00
H -4.37 -1.35 -0.32 0.00
H -6.04 -1.07 -0.02 0.00
H -4.01 -4.46 0.17 0.00
H -3.81 -3.56 -1.36 0.00
H -5.02 -4.73 -1.36 0.00
O -3.44 0.70 -3.81 0.00
C -4.42 1.07 -3.18 0.00
N -4.44 1.11 -1.86 0.00
C -5.56 1.65 -4.04 0.00
H -5.28 1.25 -1.31 0.00
H -3.65 0.75 -1.34 0.00
H -5.58 2.73 -3.89 0.00
H -6.52 1.27 -3.69 0.00
H -5.42 1.46 -5.10 0.00
O -1.74 3.47 -0.81 0.00
C -1.93 3.54 0.39 0.00
N -2.30 2.55 1.05 0.00
C -1.75 4.74 1.25 0.00
H -2.38 1.63 0.65 0.00
H -2.32 2.55 2.06 0.00
H -1.61 4.43 2.29 0.00
H -2.73 5.21 1.24 0.00
H -0.95 5.38 0.89 0.00
O 2.63 0.11 2.12 0.00
C 2.22 0.42 3.22 0.00
N 3.05 1.15 4.01 0.00
C 0.79 0.20 3.62 0.00
H 3.97 1.32 3.62 0.00
H 2.74 1.60 4.86 0.00
H 0.62 -0.81 4.00 0.00
H 0.14 0.33 2.75 0.00
H 0.34 0.85 4.36 0.00
N -2.07 1.99 3.88 0.00
C -2.64 0.78 3.79 0.00
C -3.00 0.05 4.89 0.00
C -2.93 0.59 6.15 0.00
C -2.23 1.85 6.24 0.00
C -1.80 2.54 5.14 0.00
H -2.64 0.44 2.77 0.00
H -3.56 -0.87 4.82 0.00
H -3.37 0.08 6.99 0.00
H -2.19 2.29 7.23 0.00
H -1.04 3.30 5.19 0.00
```


ORCA calculation (the ωB97M-V functional and the def2-TZVPD basis) on a 8-piece molecular cluster, C31H53Br14NO4 overall.

## Properties
LUMO in eV: 0.127
Structure (SMILES): CCCCC[C@]1(c2ccncc2)OC(=O)O[C@H]1COCCC.BrCCBr.BrCCBr.BrCCBr.BrCCBr.BrCCBr.BrCCBr.BrCCBr
Frontier orbital gap in eV: 9.93
Maximum force in eV Å⁻¹: 1.554

```
103
Properties=species:S:1:pos:R:3:lowdin_charge:R:1
C 5.24 1.11 1.10 -0.11
C 4.15 0.47 0.25 -0.25
C 3.47 1.50 -0.69 -0.21
C 1.97 1.70 -0.47 -0.18
C 1.59 2.68 0.66 -0.07
C 1.16 2.09 2.00 -0.28
C 0.58 3.16 2.94 -0.11
C -0.74 3.59 2.82 0.00
C -1.23 4.54 3.71 -0.13
N -0.50 5.11 4.68 0.06
C 0.76 4.70 4.77 -0.13
C 1.35 3.75 3.94 0.02
O 2.40 1.64 2.67 0.05
C 2.07 0.68 3.55 -0.58
O 2.80 0.15 4.29 0.20
O 0.75 0.39 3.42 0.09
C 0.48 0.73 2.04 -0.17
C -0.98 0.55 1.62 -0.12
O -1.71 -0.17 2.58 -0.13
C -1.90 -1.54 2.27 -0.23
C -0.71 -2.42 2.54 -0.22
C -1.00 -3.84 2.06 -0.12
H 5.93 1.64 0.45 0.06
H 5.79 0.37 1.69 0.07
H 4.83 1.84 1.79 0.06
H 4.64 -0.30 -0.35 0.07
H 3.40 -0.03 0.87 0.09
H 4.01 2.44 -0.60 0.10
H 3.63 1.16 -1.71 0.07
H 1.59 2.15 -1.38 0.06
H 1.50 0.72 -0.40 0.11
H 2.45 3.32 0.86 0.13
H 0.81 3.34 0.30 0.13
H -1.40 3.22 2.06 0.10
H -2.26 4.86 3.63 0.10
H 1.36 5.14 5.55 0.11
H 2.39 3.50 4.08 0.12
H 1.11 0.05 1.48 0.14
H -0.98 0.02 0.67 0.13
H -1.49 1.50 1.46 0.11
H -2.23 -1.67 1.23 0.12
H -2.72 -1.87 2.90 0.08
H 0.19 -2.07 2.03 0.11
H -0.48 -2.45 3.60 0.09
H -1.67 -4.35 2.75 0.07
H -0.10 -4.45 2.00 0.07
H -1.46 -3.85 1.08 0.02
Br 6.91 0.04 -2.51 0.64
C 7.05 0.96 -4.21 -0.69
C 5.88 1.88 -4.44 -0.68
Br 4.27 0.89 -4.91 0.62
H 7.14 0.20 -4.98 0.05
H 7.97 1.54 -4.16 0.06
H 6.06 2.55 -5.28 0.06
H 5.63 2.46 -3.56 0.04
Br 2.19 5.49 -6.85 0.61
C 1.73 3.72 -6.19 -0.69
C 1.14 3.77 -4.80 -0.67
Br 2.49 4.10 -3.45 0.63
H 2.64 3.13 -6.22 0.01
H 1.01 3.32 -6.90 0.06
H 0.71 2.80 -4.55 0.06
H 0.39 4.54 -4.69 0.00
Br -1.76 -5.99 -0.91 0.64
C -3.06 -6.90 0.21 -0.67
C -4.47 -6.54 -0.15 -0.69
Br -4.93 -4.75 0.48 0.62
H -2.82 -6.64 1.24 0.05
H -2.89 -7.96 0.06 0.06
H -5.18 -7.21 0.34 -0.01
H -4.65 -6.55 -1.22 0.05
Br -8.01 -8.46 -0.27 0.62
C -8.93 -7.52 1.17 -0.69
C -8.07 -6.43 1.75 -0.70
Br -6.68 -7.15 2.90 0.62
H -9.21 -8.27 1.90 0.05
H -9.82 -7.09 0.71 0.06
H -8.66 -5.78 2.39 0.06
H -7.57 -5.84 0.99 0.00
Br -1.69 -2.80 6.51 0.62
C -1.92 -0.88 6.30 -0.68
C -3.35 -0.45 6.54 -0.68
Br -4.48 -0.94 5.05 0.64
H -1.59 -0.63 5.30 0.03
H -1.26 -0.42 7.03 0.06
H -3.41 0.63 6.63 0.06
H -3.78 -0.91 7.43 0.05
Br -1.08 7.10 -4.41 0.62
C -0.30 8.88 -4.36 -0.69
C 1.13 8.89 -4.80 -0.70
Br 2.32 8.18 -3.44 0.60
H -0.43 9.24 -3.34 0.05
H -0.91 9.47 -5.04 0.06
H 1.46 9.91 -4.97 0.06
H 1.30 8.30 -5.70 0.02
Br 0.94 -7.22 -4.41 0.60
C -0.16 -5.66 -4.76 -0.70
C 0.65 -4.40 -4.82 -0.70
Br 1.18 -3.81 -3.04 0.60
H -0.92 -5.64 -3.99 0.02
H -0.63 -5.85 -5.73 0.06
H 0.06 -3.58 -5.22 0.06
H 1.56 -4.51 -5.40 0.05
```


Going through the records in order, we get E values of -2584.1421, -6764.7884, -3274.3778, -2307.1913, -37604.9367 Ha.